Formula: C36H33Cl4N11NiO5SSi
Source: the OMol25 dataset
Level of theory: ωB97M-V/def2-TZVPD

ORCA input file:
```
! RIJCOSX wB97M-V def2-TZVPD def2/J DEFGRID3
* xyz 0 1
Ni -0.60432 0.92032 0.49821
C -0.17236 -1.27158 -4.38575
N -0.02918 -0.21191 -3.39613
C -0.71922 -0.00235 -2.28029
N -0.11268 0.92761 -1.55495
C 0.98468 1.23621 -2.29703
N 1.07419 0.57686 -3.42309
C 0.33561 -2.60260 -3.88092
C -0.28846 -3.78228 -4.25642
C 0.22467 -5.00963 -3.84891
C 1.34565 -5.06146 -3.04096
C 1.95350 -3.87460 -2.63725
C 1.46103 -2.65386 -3.06754
C 3.09196 -3.92647 -1.71987
N 3.79728 -4.94257 -1.36673
N 4.72235 -4.47452 -0.43328
C 4.49977 -3.21418 -0.30631
O 3.48690 -2.78625 -1.09692
C 5.15414 -2.26367 0.59707
C 6.38927 -2.58991 1.14049
C 6.98671 -1.72006 2.04009
C 6.34772 -0.54543 2.40133
C 5.10585 -0.21541 1.86400
C 4.45770 1.06161 2.36266
N 3.23819 1.43422 1.67021
C 2.05433 0.84516 1.72711
N 1.20016 1.51534 0.96569
C 1.94178 2.55259 0.48526
N 3.18662 2.53260 0.88286
C 4.51484 -1.07490 0.95046
H 0.41263 -0.93353 -5.23963
H -1.21440 -1.33728 -4.69526
H -1.62743 -0.52190 -2.01117
H 1.72331 1.96678 -2.01585
H -1.17842 -3.74741 -4.87589
H -0.26102 -5.92652 -4.15924
H 1.74802 -6.00647 -2.69917
H 1.94297 -1.73955 -2.74780
H 6.86503 -3.51947 0.85691
H 7.95198 -1.96208 2.46534
H 6.81774 0.12470 3.11337
H 5.13083 1.90682 2.24263
H 4.21814 0.98038 3.42354
H 1.82971 -0.03909 2.30326
H 1.53707 3.33250 -0.13979
H 3.54892 -0.85761 0.51167
S 0.43320 -1.50706 0.34917
C -0.64559 -2.80872 0.42518
N -1.49239 -2.91374 1.48193
C -2.42330 -3.86973 1.59358
C -2.47848 -4.85093 0.65008
C -1.57402 -4.72810 -0.41070
N -0.69835 -3.75343 -0.53839
H -1.50587 -2.12902 2.13037
H -3.08938 -3.78615 2.43928
H -3.20186 -5.64855 0.70161
H -1.57743 -5.46376 -1.21061
O -3.79946 -0.53888 -1.09154
C -3.55710 0.39678 -0.16153
O -2.40839 0.88454 -0.14002
C -4.76594 1.25555 0.17032
N -6.00202 0.51278 -0.13401
C -6.88521 1.37395 -0.94524
C -6.31956 2.78517 -0.80620
C -4.81889 2.51532 -0.70643
H -4.70137 1.52556 1.21828
H -6.44099 0.20372 0.72018
H -4.76704 -0.69964 -1.00504
H -7.92012 1.27998 -0.61764
H -6.84390 1.05941 -1.99206
H -6.67797 3.24768 0.11717
H -6.58967 3.43729 -1.63760
H -4.25591 3.32973 -0.25264
H -4.39235 2.32171 -1.69425
Cl -0.52751 8.05008 0.12463
C -0.17132 6.63185 1.06224
C 0.88032 6.66155 1.96532
C 1.16761 5.52377 2.69784
C 0.39837 4.37286 2.55113
C -0.65745 4.36857 1.64740
C -0.94219 5.49491 0.89041
C 0.81913 3.16648 3.32998
O 1.93966 3.07299 3.77103
O -0.06594 2.18741 3.52333
H 1.46498 7.56328 2.08352
H 1.99884 5.51179 3.38972
H -1.27155 3.49146 1.50422
H -1.75510 5.49279 0.17753
Cl -2.99127 2.08628 3.24219
Si -1.17998 1.21070 2.71529
Cl -3.76362 -0.95694 1.75345
Cl -1.01733 -0.46045 3.99151
*
```

**Largest force on an atom**: 0.0198 Eh/bohr
**LUMO energy (alpha / beta)**: -0.0047 / -0.0041 Ha
**Kohn-Sham gap (alpha / beta)**: 8.2 / 7.7 eV

Results of the Mulliken charge analysis, in e, for atoms 1 through 4: atom 1 (Ni): 0.428, atom 2 (C): -1.395, atom 3 (N): 1.079, atom 4 (C): -0.752

---

Formula: C2H5N4O3S
Source: the OMol25 dataset
Level of theory: ωB97M-V/def2-TZVPD

ORCA input file:
```
! RIJCOSX wB97M-V def2-TZVPD def2/J DEFGRID3
* xyz -1 1
C -0.33119 0.73749 -0.52150
C -0.69699 -0.64151 -0.93754
N -0.39793 1.92940 -1.25116
N -0.15750 2.90733 -0.45174
N -0.16180 1.06080 0.76838
N -0.05172 2.38627 0.78450
O 3.89352 0.21571 -0.65252
O 2.31289 0.21075 1.38029
O 2.01461 -1.46843 -0.39112
S 2.46274 -0.03355 -0.37833
H 0.24274 -1.25654 -0.69299
H -1.21445 -0.73778 -1.98195
H -1.35607 -1.01236 -0.25302
H 1.59417 -0.31949 1.58991
H 0.14930 2.95285 1.61167
*
```

**Largest force on an atom**: 0.0714 Eh/bohr
**Relative energy (zero: lowest compared OMol25 entry of this formula, charge and spin)**: 0.72 kcal per mole
**LUMO energy**: 0.1416 Ha
**Kohn-Sham gap**: 7.9 eV

Results of the Mulliken charge analysis, in e, for atoms 1 through 4: atom 1 (C): 0.771, atom 2 (C): -0.767, atom 3 (N): -0.321, atom 4 (N): -0.498

---

Formula: C7H8
Source: the OMol25 dataset
Level of theory: ωB97M-V/def2-TZVPD

ORCA input file:
```
! RIJCOSX wB97M-V def2-TZVPD def2/J DEFGRID3
* xyz 0 1
C 2.52046 0.70722 0.29539
C 1.55200 1.10915 -0.30190
C 0.24835 1.04237 -0.96585
C -0.28874 -0.03458 0.03570
C -0.04739 -1.47622 -0.44800
C -1.57813 0.19482 0.66176
C -2.50371 0.40123 1.40290
H 2.96620 0.10002 1.05032
H 0.39539 0.70201 -1.99958
H -0.35697 1.95427 -0.97587
H 0.37550 0.24570 0.88746
H -0.93038 -1.87782 -0.95789
H 0.80216 -1.53452 -1.14102
H 0.16809 -2.12766 0.40338
H -3.32283 0.59401 2.05321
*
```

**Largest force on an atom**: 0.0336 Eh/bohr
**Relative energy (zero: lowest compared OMol25 entry of this formula, charge and spin)**: 117.40 kcal per mole
**LUMO energy**: 0.0342 Ha
**Kohn-Sham gap**: 10.4 eV
**SMILES**: C#CC[C@H](C)C#C

Results of the Mulliken charge analysis, in e, for atoms 1 through 4: atom 1 (C): -0.112, atom 2 (C): -0.344, atom 3 (C): -0.634, atom 4 (C): 1.028

---

Formula: C11H41N20O13
Source: the OMol25 dataset
Level of theory: ωB97M-V/def2-TZVPD

ORCA input file:
```
! RIJCOSX wB97M-V def2-TZVPD def2/J DEFGRID3
* xyz -1 1
O 0.87581 -27.18787 9.47999
C 1.34696 -26.85150 8.31084
O 2.46463 -27.16044 8.00824
O 0.49426 -26.26781 7.56787
H 0.16384 -26.56207 9.32810
C -5.31482 -28.58855 5.70134
O -5.19530 -28.04898 4.66051
N -6.44834 -28.78113 6.34808
N -4.37635 -28.77684 6.59318
H -6.37203 -29.36723 7.16709
H -7.34596 -28.64126 5.90671
H -3.50215 -28.39993 6.25582
H -4.42820 -28.87285 7.59726
C 5.60305 -31.16405 11.29311
O 6.29449 -31.97589 11.83409
N 4.51185 -30.79734 11.82233
N 5.83837 -30.40271 10.28424
H 4.17546 -29.89250 11.52533
H 4.21798 -31.22929 12.68670
H 6.73869 -30.59951 9.87097
H 5.13482 -29.98327 9.69331
C 1.01651 -30.42661 1.92649
O 2.10329 -30.10252 1.47643
N 0.26000 -29.69025 2.67346
N 0.52236 -31.49445 1.74698
H -0.35320 -30.13911 3.33876
H 0.84972 -28.90476 2.90866
H 1.19554 -32.14525 1.36828
H -0.41078 -31.77599 2.01171
C 1.37981 -22.37170 2.96707
O 1.39890 -21.19515 2.48978
N 2.20793 -23.38351 2.77121
N 0.35775 -22.80685 3.60591
H 3.12473 -23.21277 2.38337
H 2.08222 -24.21378 3.33244
H -0.45015 -22.27472 3.89614
H 0.43709 -23.70456 4.06191
C 7.23532 -23.03244 7.43318
O 7.97046 -22.10800 7.59542
N 6.95954 -23.53624 6.22405
N 6.65020 -23.66491 8.46052
H 7.54950 -23.04163 5.57028
H 6.73377 -24.51254 6.09776
H 7.08345 -23.47019 9.35185
H 6.05711 -24.45399 8.24667
C -2.12240 -25.86477 14.18446
O -2.30934 -25.62891 13.00668
N -0.91292 -25.78353 14.59079
N -2.95898 -25.83110 15.15260
H -0.67010 -26.00252 15.54639
H -0.22088 -25.87893 13.86135
H -3.90017 -25.68508 14.81650
H -2.88603 -25.56983 16.12550
C -3.54862 -20.87908 8.30241
O -3.51853 -20.97097 7.08625
N -3.06127 -21.79741 8.94637
N -4.39579 -20.19898 9.06495
H -3.19374 -21.68286 9.94107
H -2.48112 -22.44957 8.43823
H -4.27738 -19.95978 10.03905
H -5.03443 -19.58424 8.58086
C -4.54697 -31.35598 11.99391
O -5.64160 -30.84052 11.83230
N -3.42085 -30.70600 11.87620
N -4.47846 -32.58602 12.46749
H -2.53786 -31.19606 11.85949
H -3.48612 -29.70718 11.74132
H -3.52626 -32.92250 12.48190
H -5.25055 -32.91581 13.02891
C 0.67035 -34.03081 7.06528
O -0.44792 -33.95216 7.55230
N 1.66762 -33.29169 7.42032
N 0.89083 -34.71398 5.98328
H 1.36354 -32.49916 7.96761
H 2.51756 -33.31170 6.87506
H 1.80413 -34.70255 5.55217
H 0.02980 -35.17288 5.72225
C 7.71513 -28.61495 4.32933
O 8.30354 -28.41599 5.39198
N 8.21551 -29.09577 3.23264
N 6.43280 -28.47802 4.18452
H 7.70745 -28.84463 2.39664
H 9.20788 -29.28297 3.24893
H 6.01450 -28.38183 5.09878
H 5.99864 -29.00401 3.43958
*
```

**Largest force on an atom**: 0.2732 Eh/bohr
**Relative energy (zero: lowest compared OMol25 entry of this formula, charge and spin)**: 278.98 kcal per mole
**LUMO energy**: 0.0575 Ha
**Kohn-Sham gap**: 6.4 eV

Results of the Mulliken charge analysis, in e, for atoms 1 through 4: atom 1 (O): -0.458, atom 2 (C): 0.708, atom 3 (O): -0.736, atom 4 (O): -0.821

---

no.,electronic energy (a.u.)
1,-6407.20181
2,-922.14295
3,-271.34437
4,-2517.15699